# C13H16F3IrN4O9P2S

C13H16F3IrN4O9P2S as an isolated structure (wB97M-V/def2-TZVPD, the Open Molecules 2025 dataset).

Results
- Charge: +1
- Energy: -78524.3042 eV
- Multiplicity: 2
- Relative energy (zero: lowest compared OMol25 entry of this formula, charge and spin): 264.81 kJ/mol
- Molar mass: 715.5 g mol⁻¹

Element x y z (Å)
1 Ir -0.713 0.201 -0.460
2 C -5.199 -1.626 1.464
3 C -4.742 -1.000 0.147
4 O -5.727 -0.106 -0.388
5 P -4.615 -2.308 -1.179
6 O -3.980 -1.327 -2.302
7 O -3.625 -4.031 0.264
8 O -3.191 -3.065 -0.710
9 P -3.304 0.057 0.527
10 O -3.968 1.168 1.458
11 O -2.649 0.775 -0.691
12 O -2.167 -0.657 1.224
13 H -6.081 -2.241 1.274
14 H -5.454 -0.852 2.190
15 H -4.426 -2.268 1.883
16 H -6.516 -0.146 0.164
17 H -4.189 -1.606 -3.201
18 H -3.477 -4.859 -0.215
19 H -4.280 1.952 0.989
20 N 7.065 -1.171 -0.514
21 C 5.920 -0.508 -0.703
22 C 5.662 0.691 0.020
23 C 4.494 1.366 -0.179
24 C 3.560 0.869 -1.106
25 C 3.794 -0.318 -1.827
26 C 4.959 -0.998 -1.631
27 S 2.093 1.744 -1.392
28 O 1.550 1.395 -2.657
29 O 2.248 3.099 -0.983
30 N 1.090 0.998 -0.241
31 C 0.933 1.639 1.020
32 N -0.356 1.503 1.357
33 C -0.762 2.044 2.496
34 C 0.146 2.726 3.289
35 C 1.462 2.765 2.861
36 N 1.878 2.212 1.714
37 H 7.762 -0.835 0.127
38 H 7.270 -2.013 -1.023
39 H 6.404 1.060 0.715
40 H 4.272 2.280 0.353
41 H 3.057 -0.663 -2.539
42 H 5.169 -1.905 -2.184
43 H -1.802 1.901 2.762
44 H -0.151 3.191 4.216
45 H 2.222 3.253 3.458
46 F 0.822 -1.245 -2.229
47 C -0.505 -0.890 -2.160
48 F -1.169 -2.046 -2.194
49 F -0.788 -0.208 -3.267